[1]
ORCA calculation (ωB97M-V/def2-TZVPD) on a 14-piece molecular cluster, C4H37N2O15 overall.

Relative energy (zero: lowest compared OMol25 entry of this formula, charge and spin), kJ/mol: 43.1
Gap between HOMO and LUMO (spin up / spin down), eV: 3.0 / 8.2
Lowest unoccupied orbital energy (spin up / spin down), eV: 0.112 / -0.002

```
! RIJCOSX wB97M-V def2-TZVPD def2/J DEFGRID3
* xyz 0 2
N -0.40 1.51 -1.38
C 0.77 0.98 -0.64
C 1.58 0.01 -1.58
C 2.86 0.66 -2.05
O 0.78 -0.27 -2.74
C 0.27 0.33 0.63
N 1.24 0.03 1.57
O -0.95 -0.07 0.77
H -0.78 2.31 -0.85
H -1.11 0.77 -1.46
H -0.13 1.77 -2.33
H 1.44 1.81 -0.38
H 1.78 -0.93 -1.05
H 3.50 0.96 -1.22
H 2.63 1.55 -2.63
H 3.45 -0.03 -2.67
H 0.50 -1.20 -2.78
H 2.11 0.53 1.56
H 0.91 -0.29 2.47
H -1.54 -0.66 2.32
H -1.22 -1.66 3.45
O -1.48 -0.74 3.29
H 0.89 -3.69 -2.16
H 1.51 -5.05 -1.81
O 1.49 -4.13 -1.53
H -1.53 4.40 0.05
H -1.88 3.00 0.70
O -1.15 3.55 0.26
H 0.00 1.99 -4.89
H 0.66 0.88 -4.00
O 0.47 1.83 -4.07
H -0.96 -2.82 -3.66
H -1.04 -2.62 -2.12
O -0.42 -2.68 -2.88
H 0.85 -2.41 0.87
H 0.80 -3.73 0.00
O 0.32 -3.22 0.70
H -1.26 0.90 3.75
H -1.74 2.09 4.60
O -1.36 1.88 3.75
H -1.08 -2.53 -0.03
H -2.57 -2.93 -0.29
O -1.86 -2.36 -0.61
H -2.35 1.04 0.95
H -2.43 1.83 2.28
O -2.73 1.86 1.35
H 2.11 2.44 1.88
H 3.66 2.40 1.82
O 2.87 1.95 1.51
H -0.04 -3.86 3.86
H -0.24 -3.46 2.36
O -0.55 -3.31 3.26
H 0.10 3.47 1.63
H 0.03 2.84 3.01
O 0.65 3.28 2.40
H -3.12 0.37 -1.96
H -2.10 -0.62 -1.30
O -2.19 0.10 -1.97
*
```

Population analysis type natural (NBO), resulting atomic charges in e:
1 N -0.74
2 C -0.15
3 C 0.08
4 C -0.64
5 O -0.81
6 C 0.36
7 N -0.93
8 O -0.93
9 H 0.44
10 H 0.44
11 H 0.44
12 H 0.21
13 H 0.17
14 H 0.22
15 H 0.22
16 H 0.21
17 H 0.51
18 H 0.42
19 H 0.39
20 H 0.51
21 H 0.51
22 O -1.04
23 H 0.51
24 H 0.48
25 O -0.98
26 H 0.48
27 H 0.51
28 O -1.01
29 H 0.47
30 H 0.51
31 O -0.98
32 H 0.49
33 H 0.52
34 O -1.00
35 H 0.50
36 H 0.52
37 O -1.03
38 H 0.53
39 H 0.48
40 O -1.00
41 H 0.52
42 H 0.49
43 O -1.01
44 H 0.52
45 H 0.51
46 O -1.00
47 H 0.52
48 H 0.48
49 O -0.99
50 H 0.48
51 H 0.51
52 O -0.99
53 H 0.50
54 H 0.51
55 O -1.01
56 H 0.49
57 H 0.53
58 O -0.95



[2]
ORCA calculation (ωB97M-V/def2-TZVPD) on an isolated ion of composition CH4I2N3 and charge +1.

Relative energy (zero: lowest compared OMol25 entry of this formula, charge and spin), kJ/mol: 55.8
Gap between HOMO and LUMO (spin up / spin down), eV: 6.6 / 6.6
Lowest unoccupied orbital energy (spin up / spin down), eV: -4.433 / -7.845

```
! RIJCOSX wB97M-V def2-TZVPD def2/J DEFGRID3
* xyz 1 3
C 0.75 1.54 0.14
N 0.06 0.77 0.75
N -1.60 -1.33 -0.09
N 1.46 2.05 -0.67
I -2.33 0.47 0.33
I -4.86 -0.12 -0.06
H -0.62 -1.17 -0.43
H 0.46 0.30 1.58
H -1.36 -1.65 0.88
H 1.45 2.95 -0.93
*
```

Population analysis type natural (NBO), resulting atomic charges in e:
1 C 0.69
2 N -0.86
3 N -0.97
4 N -0.60
5 I 0.82
6 I 0.31
7 H 0.40
8 H 0.43
9 H 0.38
10 H 0.41



[3]
ORCA calculation (ωB97M-V/def2-TZVPD) on a 8-piece molecular cluster, C36H82Cl2N9O11P3 overall.

Gap between HOMO and LUMO (spin up / spin down), eV: 1.4 / 8.0
Lowest unoccupied orbital energy (spin up / spin down), eV: 1.883 / 1.864

```
! RIJCOSX wB97M-V def2-TZVPD def2/J DEFGRID3
* xyz -1 2
Cl -16.96 -18.15 20.83
C -16.52 -17.02 19.56
C -16.60 -15.56 19.99
Cl -18.18 -14.89 20.19
H -17.21 -17.22 18.74
H -15.60 -17.44 19.16
H -16.04 -14.97 19.27
H -16.10 -15.33 20.93
O -11.97 -12.35 15.74
P -13.04 -12.59 14.73
N -14.34 -11.40 14.80
C -15.33 -11.05 13.79
C -14.54 -10.60 16.04
N -13.84 -14.11 15.05
C -14.17 -14.76 16.37
C -14.51 -14.76 14.02
N -12.47 -12.75 13.06
C -11.09 -13.31 12.93
C -13.21 -12.58 11.79
H -15.31 -11.74 12.94
H -14.96 -10.16 13.27
H -16.30 -10.99 14.28
H -14.61 -9.56 15.73
H -13.63 -10.69 16.64
H -15.44 -10.85 16.60
H -13.77 -15.75 16.54
H -13.83 -14.07 17.15
H -15.25 -14.73 16.51
H -15.10 -13.97 13.56
H -13.99 -15.33 13.25
H -15.33 -15.35 14.44
H -10.76 -13.73 13.88
H -11.19 -14.13 12.21
H -10.40 -12.52 12.62
H -14.00 -13.32 11.68
H -12.65 -12.66 10.85
H -13.57 -11.56 11.65
O -14.46 -9.50 9.52
P -15.44 -8.40 9.69
N -15.25 -7.00 8.71
C -14.07 -6.86 7.82
C -16.12 -5.81 8.68
N -15.34 -7.63 11.26
C -16.39 -6.84 11.82
C -14.13 -7.66 12.13
N -17.12 -8.87 9.37
C -17.62 -9.88 10.17
C -17.59 -9.03 7.91
H -14.41 -6.73 6.79
H -13.48 -7.77 7.88
H -13.46 -5.96 7.94
H -16.02 -5.20 7.78
H -15.88 -5.22 9.56
H -17.14 -6.15 8.83
H -17.10 -6.51 11.06
H -17.02 -7.42 12.50
H -15.98 -5.99 12.37
H -14.50 -7.90 13.13
H -13.58 -8.54 11.79
H -13.52 -6.77 12.02
H -17.12 -10.84 10.07
H -17.40 -9.56 11.19
H -18.70 -9.95 10.03
H -17.14 -9.87 7.40
H -17.31 -8.15 7.32
H -18.68 -9.13 7.90
O -7.12 -15.39 18.52
P -6.78 -15.51 17.07
N -5.60 -14.38 16.58
C -5.38 -14.10 15.19
C -4.42 -14.13 17.45
N -8.11 -15.41 15.94
C -8.88 -16.64 15.64
C -8.78 -14.11 15.52
N -5.97 -17.02 16.67
C -5.66 -17.42 15.27
C -5.18 -17.66 17.71
H -5.07 -15.00 14.67
H -4.62 -13.33 15.08
H -6.26 -13.66 14.74
H -4.64 -14.36 18.49
H -3.93 -13.17 17.25
H -3.67 -14.84 17.11
H -8.36 -17.60 15.70
H -9.72 -16.75 16.33
H -9.16 -16.58 14.59
H -9.78 -14.09 15.95
H -8.21 -13.22 15.78
H -8.89 -14.19 14.44
H -6.38 -17.03 14.55
H -4.66 -17.01 15.11
H -5.62 -18.51 15.21
H -5.06 -18.72 17.49
H -5.87 -17.65 18.56
H -4.19 -17.22 17.87
O -12.59 -12.53 19.72
C -11.79 -11.80 19.34
O -11.86 -10.52 19.72
C -10.69 -9.82 19.36
C -9.69 -10.95 19.02
C -10.50 -12.14 18.69
H -10.36 -9.18 20.18
H -10.87 -9.11 18.56
H -9.11 -11.03 19.94
H -9.08 -10.75 18.14
H -10.15 -13.14 18.96
H -10.82 -12.00 17.66
O -13.25 -18.46 18.51
C -12.49 -17.79 19.13
O -12.59 -17.61 20.38
C -11.50 -16.87 20.93
C -11.02 -16.13 19.66
C -11.57 -16.83 18.44
H -10.79 -17.62 21.29
H -11.64 -16.21 21.78
H -10.01 -15.74 19.73
H -11.51 -15.15 19.61
H -10.80 -17.49 18.03
H -12.08 -16.22 17.70
O -20.81 -17.39 16.39
C -19.84 -16.71 16.03
O -18.92 -17.29 15.32
C -17.99 -16.39 14.83
C -18.22 -15.02 15.33
C -19.36 -15.22 16.35
H -17.97 -16.51 13.75
H -17.02 -16.64 15.26
H -18.59 -14.37 14.54
H -17.40 -14.60 15.92
H -20.21 -14.58 16.11
H -19.13 -15.15 17.42
O -12.12 -13.87 8.81
C -12.71 -12.96 8.25
O -11.98 -11.91 7.80
C -12.84 -10.98 7.06
C -14.23 -11.64 7.01
C -14.16 -12.85 7.89
H -12.58 -10.69 6.04
H -12.87 -10.06 7.64
H -14.45 -11.89 5.98
H -14.94 -10.89 7.36
H -14.44 -13.80 7.43
H -14.76 -12.68 8.78
*
```

Atomic partial charges in e from the Mulliken method, atoms 1 to 99:
1 Cl -0.23
2 C 0.25
3 C -0.12
4 Cl -0.19
5 H 0.03
6 H -0.09
7 H -0.07
8 H 0.38
9 O -0.75
10 P -0.87
11 N 1.26
12 C -1.23
13 C -1.07
14 N 0.73
15 C -0.18
16 C -0.66
17 N 0.56
18 C -0.55
19 C -1.24
20 H 0.20
21 H 0.09
22 H 0.71
23 H 0.42
24 H -0.01
25 H 0.29
26 H 0.64
27 H -0.02
28 H -0.36
29 H 0.33
30 H 0.24
31 H -0.20
32 H -0.23
33 H 0.48
34 H 0.34
35 H 0.30
36 H 0.51
37 H 0.10
38 O -1.01
39 P 0.74
40 N 0.49
41 C -0.90
42 C -1.33
43 N 0.85
44 C -1.55
45 C -1.06
46 N 1.02
47 C -1.90
48 C -1.34
49 H 0.35
50 H -0.03
51 H 0.38
52 H 0.44
53 H 0.21
54 H 0.35
55 H 0.43
56 H 0.21
57 H 0.43
58 H 0.28
59 H 0.12
60 H 0.41
61 H 0.36
62 H 0.02
63 H 0.65
64 H 0.27
65 H 0.09
66 H 0.51
67 O -0.89
68 P 0.41
69 N 0.27
70 C -0.81
71 C -1.04
72 N 0.54
73 C -0.58
74 C -1.14
75 N 0.23
76 C -1.20
77 C -1.02
78 H 0.20
79 H 0.42
80 H 0.13
81 H 0.28
82 H 0.35
83 H 0.36
84 H 0.39
85 H -0.35
86 H 0.43
87 H 0.30
88 H 0.36
89 H 0.41
90 H 0.35
91 H 0.39
92 H 0.36
93 H 0.36
94 H 0.29
95 H 0.25
96 O -0.52
97 C 0.31
98 O -0.40
99 C -0.56



Number 1: strongest force on any atom 2.777 eV Å⁻¹. Number 2: strongest force on any atom 4.816 eV Å⁻¹. Number 3: strongest force on any atom 5.779 eV Å⁻¹.